1.
This record from OMol25 describes an isolated molecule of C19H14N6OS in a non-equilibrium geometry. The level of theory is the ωB97M-V functional and the def2-TZVPD basis.

Calculated values
Net charge: 0
Highest occupied orbital energy, Ha: -0.307
Frontier orbital gap, Eh: 0.304
SMILES: Cn1c2ccccc2c2nnc(SCc3nnc(-c4ccccc4)o3)nc21

Each line ends with the natural charge from an NBO analysis.
Atoms and positions in Å:
1 S -1.072 2.263 0.823  0.2888
2 O -0.430 2.640 -2.651  -0.4109
3 N 0.676 0.958 -1.789  -0.2805
4 N -0.556 -1.717 3.809  -0.3710
5 N -0.890 0.186 2.393  -0.4759
6 N 1.167 1.146 1.660  -0.3174
7 N 0.374 0.642 -3.057  -0.2847
8 N 1.906 0.289 2.310  -0.1446
9 C -0.145 -0.694 3.036  0.3844
10 C 0.569 -2.377 4.284  0.2478
11 C -0.154 1.065 1.707  0.2233
12 C -1.924 -2.063 4.075  -0.4149
13 C 1.290 -0.652 2.992  0.1206
14 C 1.902 -3.958 5.438  -0.1814
15 C 0.198 2.139 -1.562  0.4431
16 C -2.012 2.970 -6.585  -0.2089
17 C -0.609 0.706 -5.799  -0.1908
18 C -1.811 1.929 -7.477  -0.1986
19 C 1.741 -1.745 3.802  -0.1460
20 C 0.236 2.901 -0.303  -0.5933
21 C 0.643 -3.488 5.106  -0.2818
22 C -1.110 0.799 -7.082  -0.2073
23 C -1.515 2.888 -5.298  -0.2067
24 C 2.993 -2.233 4.146  -0.1465
25 C -0.282 1.646 -3.560  0.4315
26 C 3.058 -3.342 4.968  -0.2365
27 C -0.810 1.754 -4.901  -0.0461
28 H -0.956 -0.011 -7.779  0.2172
29 H -2.202 1.998 -8.481  0.2148
30 H 1.177 2.745 0.222  0.3035
31 H -0.247 -3.974 5.475  0.2205
32 H 1.987 -4.824 6.078  0.2167
33 H -0.061 -0.161 -5.467  0.2385
34 H 0.018 3.952 -0.479  0.2482
35 H -1.669 3.695 -4.597  0.2230
36 H -2.129 -2.013 5.147  0.2073
37 H -2.554 -1.347 3.551  0.2441
38 H -2.140 -3.071 3.716  0.2082
39 H -2.559 3.849 -6.894  0.2160
40 H 4.020 -3.742 5.251  0.2173
41 H 3.882 -1.748 3.774  0.2288

---

2.
This record from OMol25 describes a cluster of 2 separate species, CH3N3O in total in a non-equilibrium geometry. The level of theory is the ωB97M-V functional and the def2-TZVPD basis.

Calculated values
Net charge: 0
Highest occupied orbital energy, Ha: -0.357
Frontier orbital gap, Eh: 0.328
SMILES: N=C=N.N=O

Each line ends with the natural charge from an NBO analysis.
Atoms and positions in Å:
1 O 1.266 -0.056 0.275  -0.2658
2 N 2.035 0.689 -0.263  0.0207
3 N -2.012 0.699 0.147  -0.7413
4 N -0.638 -1.095 -0.689  -0.7227
5 C -1.189 -0.182 -0.081  0.6557
6 H 0.339 -1.219 -0.874  0.4023
7 H 1.465 1.425 -0.862  0.2403
8 H -2.384 1.041 1.059  0.4108

---

3.
This record from OMol25 describes an isolated molecule of C4H10N2O in a non-equilibrium geometry. The level of theory is the ωB97M-V functional and the def2-TZVPD basis.

Calculated values
Net charge: 0
Highest occupied orbital energy, Ha: -0.336
Frontier orbital gap, Eh: 0.351
SMILES: NC[C@H](N)CC=O

Each line ends with the natural charge from an NBO analysis.
Atoms and positions in Å:
1 O -0.478 -0.274 2.474  -0.5153
2 N 0.068 -0.940 -1.835  -0.8582
3 N 1.696 1.547 -1.059  -0.7936
4 C 0.299 -0.418 -0.418  -0.0546
5 C -1.204 -0.024 1.494  0.4024
6 C 0.572 1.014 -0.405  -0.2547
7 C -1.062 -0.900 0.273  -0.5179
8 H 2.516 1.027 -0.762  0.3490
9 H -0.908 -2.042 0.502  0.2449
10 H -0.471 -0.210 -2.447  0.3676
11 H 1.218 -0.791 0.091  0.1996
12 H -0.379 -1.799 -1.659  0.3585
13 H 1.680 1.160 -2.003  0.3442
14 H -1.883 -0.821 -0.401  0.2122
15 H -0.467 1.414 -0.709  0.1583
16 H -2.171 0.394 1.655  0.1321
17 H 0.712 1.568 0.539  0.2254

---

4.
This record from OMol25 describes an isolated molecule of C2H4N2O2 in a non-equilibrium geometry. The level of theory is the ωB97M-V functional and the def2-TZVPD basis.

Calculated values
Net charge: 0
Highest occupied orbital energy, Ha: -0.349
Frontier orbital gap, Eh: 0.327
SMILES: O/N=C\C=N\O

Each line ends with the natural charge from an NBO analysis.
Atoms and positions in Å:
1 O -1.787 -1.237 -0.066  -0.4279
2 O 2.343 -0.280 -0.224  -0.6268
3 N 0.859 -0.536 0.396  -0.1904
4 N -2.129 -0.070 -0.078  0.0651
5 C -1.150 0.831 -0.046  -0.1857
6 C 0.205 0.510 0.157  -0.0032
7 H -1.271 1.896 -0.090  0.2182
8 H 2.840 -1.179 -0.307  0.4819
9 H -0.694 -1.322 0.218  0.4632
10 H 0.784 1.387 0.041  0.2057

---

5.
This record from OMol25 describes a cluster of 4 separate species, C12H26BF8N7O6S in total in a non-equilibrium geometry. The level of theory is the ωB97M-V functional and the def2-TZVPD basis.

Calculated values
Net charge: 0
Highest occupied orbital energy, Ha: -0.351
Frontier orbital gap, Eh: 0.272
SMILES: C[C@@H](F)CB(C[C@@H](O)CN)S(=O)(=O)C(F)(F)C(F)(F)C(F)(F)F.NC(N)=O.NC(N)=O.NC(N)=O

Each line ends with the natural charge from an NBO analysis.
Atoms and positions in Å:
1 S 0.133 1.097 -0.940  1.5899
2 F -4.336 -0.591 -0.293  -0.3943
3 F -2.126 1.351 0.639  -0.3058
4 F -0.248 4.599 0.037  -0.2976
5 F -0.294 2.234 3.101  -0.3076
6 F -0.333 0.044 1.514  -0.3342
7 F 1.504 2.481 1.553  -0.2869
8 F -2.076 4.152 1.528  -0.2992
9 F 0.007 4.940 2.383  -0.3233
10 O 0.987 2.296 -1.416  -0.8362
11 O -0.187 -3.866 2.094  -0.6635
12 O -0.012 3.260 -4.121  -0.7097
13 O 4.610 3.820 -1.675  -0.6649
14 O 0.440 -6.999 6.228  -0.6811
15 O 1.122 -0.130 -0.850  -0.8153
16 N 0.536 -0.565 -4.988  -0.8518
17 N 1.537 -5.462 4.999  -0.8497
18 N 2.512 -7.450 5.467  -0.8431
19 N -0.838 -3.934 4.250  -0.8608
20 N -0.506 -1.943 3.225  -0.8412
21 N 5.130 5.300 -0.058  -0.8472
22 N 3.023 4.490 -0.223  -0.8507
23 C -0.423 1.853 -4.431  0.1120
24 C -0.645 1.318 0.763  0.4311
25 C -1.672 1.315 -3.515  -0.9062
26 C -2.126 -0.787 -1.701  -0.8814
27 C -3.704 -0.250 -1.618  0.2269
28 C 1.433 -6.659 5.604  0.7645
29 C 0.000 2.533 1.654  0.5839
30 C 4.275 4.494 -0.713  0.7629
31 C -0.611 4.023 1.353  0.9321
32 C 0.874 0.821 -4.483  -0.2638
33 C -4.516 -1.041 -2.810  -0.6607
34 C -0.491 -3.285 3.124  0.7622
35 B -1.241 0.578 -2.109  0.8377
36 H -5.593 -0.616 -3.014  0.2360
37 H 2.346 -5.164 4.481  0.3902
38 H 4.873 5.863 0.736  0.3834
39 H -2.469 2.182 -3.349  0.2842
40 H 1.612 1.293 -5.293  0.2228
41 H 2.728 5.039 0.568  0.3804
42 H -3.780 0.916 -1.724  0.1855
43 H -1.092 -3.473 5.108  0.3938
44 H -2.243 0.497 -4.170  0.2530
45 H -0.758 3.805 -4.553  0.4670
46 H -0.251 -1.417 2.400  0.4160
47 H -0.753 -1.447 4.064  0.3849
48 H 0.746 -4.836 5.078  0.4070
49 H -2.050 -1.631 -2.538  0.2717
50 H 2.348 3.897 -0.687  0.4271
51 H 6.083 5.333 -0.395  0.4070
52 H -0.249 -1.012 -4.465  0.3454
53 H -1.793 -1.161 -0.640  0.2755
54 H -0.840 -4.945 4.217  0.4210
55 H 3.339 -7.187 4.958  0.3875
56 H -4.533 -2.193 -2.578  0.2421
57 H -0.825 1.899 -5.553  0.1840
58 H 2.475 -8.360 5.908  0.4074
59 H 1.358 -1.198 -4.835  0.3766
60 H 1.487 0.783 -3.483  0.2118
61 H -3.902 -0.907 -3.814  0.2116

---

6.
This record from OMol25 describes a cluster of 11 separate species, C37H101N15O11 in total in a non-equilibrium geometry. The level of theory is the ωB97M-V functional and the def2-TZVPD basis.

Calculated values
Net charge: 0
Highest occupied orbital energy, Ha: -0.281
Frontier orbital gap, Eh: 0.298
SMILES: CC1(C)CCCC(C)(C)N1O.COC[C@H](C)N.COC[C@H](C)N.COC[C@H](C)N.COC[C@H](C)N.COC[C@H](C)N.COC[C@H](C)N.NC(N)=O.NC(N)=O.NC(N)=O.NC(N)=O

Each line ends with the Mulliken charge.
Atoms and positions in Å:
1 O 3.651 9.557 -4.619  -0.6365
2 O -3.210 -11.866 -0.164  -0.5977
3 O -10.807 -3.764 -2.053  -0.5932
4 O -9.098 -7.630 10.164  -0.3709
5 O 11.515 -2.906 -0.425  -0.3709
6 O 6.212 -8.973 -4.499  -0.3895
7 O -5.065 4.857 9.390  -0.5962
8 O -2.847 7.731 -10.981  -0.3614
9 O -8.139 8.089 -0.846  -0.2719
10 O 7.362 6.467 3.288  -0.3489
11 O 2.131 0.209 0.410  -0.5034
12 N 8.920 -1.813 -0.300  -0.6716
13 N -11.485 -5.358 -0.737  -0.3807
14 N -1.644 -13.043 0.828  -0.4444
15 N -6.759 6.477 2.138  -0.6646
16 N -0.284 6.083 -8.963  -0.6551
17 N 6.960 -10.112 -6.928  -0.7736
18 N 1.148 -0.106 -0.321  0.4527
19 N 2.042 9.754 -3.101  -0.4141
20 N -7.777 -6.948 7.721  -0.7061
21 N 4.606 7.094 3.587  -0.7735
22 N 2.343 11.184 -4.611  -0.3335
23 N -3.330 6.186 9.940  -0.4004
24 N -1.790 -10.879 1.165  -0.4400
25 N -9.330 -5.120 -1.066  -0.4470
26 N -2.962 4.197 9.082  -0.4045
27 C -1.687 6.368 -9.193  0.1736
28 C -1.450 -0.251 -1.678  -0.7160
29 C -0.198 0.247 -2.414  -1.0816
30 C 6.313 5.479 3.510  -0.6319
31 C 7.924 -10.236 -5.781  0.4590
32 C -6.988 -7.037 8.931  0.4258
33 C 9.153 -4.031 1.043  -1.3166
34 C -5.774 -6.114 8.803  -1.2953
35 C 0.855 0.890 -1.330  1.2491
36 C -7.156 7.557 -0.141  -0.6719
37 C 2.144 1.128 -2.120  -1.7148
38 C -7.917 -6.870 10.237  -0.6757
39 C -3.899 5.125 9.449  0.5896
40 C 0.158 2.201 -0.845  -1.8053
41 C -7.756 6.715 1.116  0.2923
42 C -0.808 -0.208 1.452  -1.6163
43 C 7.289 -9.991 -4.449  -0.7763
44 C 10.985 -2.222 0.728  -0.9304
45 C 0.654 -2.116 0.789  -1.8964
46 C 5.317 6.177 4.402  0.5677
47 C 8.433 5.922 2.508  -0.7277
48 C -7.944 9.127 -1.725  -0.7169
49 C -3.907 6.885 -11.467  -0.6863
50 C 2.737 10.119 -4.141  0.5687
51 C 4.401 5.284 5.205  -1.5665
52 C -2.286 7.455 -8.285  -1.1996
53 C 0.006 -0.864 0.303  1.2871
54 C -1.673 6.995 -10.606  -0.6751
55 C -9.067 -9.001 10.053  -0.6322
56 C -8.888 7.487 1.826  -1.2654
57 C -10.589 -4.635 -1.300  0.6424
58 C 9.449 -2.591 0.853  0.3985
59 C -2.270 -11.922 0.537  0.5567
60 C -1.130 -1.341 -0.714  -1.0637
61 C 5.000 -9.527 -4.026  -0.7170
62 C 8.961 -9.140 -6.050  -1.4240
63 C 12.139 -2.109 -1.516  -0.7421
64 H -2.405 5.549 -9.145  0.3032
65 H 1.298 -1.988 1.659  0.3766
66 H 3.814 4.520 4.695  0.2969
67 H -3.373 7.502 -8.355  0.3013
68 H -9.333 -5.670 -0.218  0.1791
69 H -10.105 -9.325 9.976  0.2215
70 H 5.208 -9.520 -2.956  0.3092
71 H 8.888 5.140 3.115  0.2956
72 H -1.344 0.698 1.169  0.2944
73 H -0.018 2.961 -1.606  0.4016
74 H -7.454 9.873 -1.099  0.3573
75 H -2.077 0.515 -1.221  0.3505
76 H -8.137 -5.809 10.356  0.3504
77 H 8.523 -2.632 -0.739  0.2946
78 H 1.584 11.557 -4.059  0.1517
79 H 11.305 -1.626 -2.025  0.3085
80 H 8.117 5.703 1.488  0.2839
81 H 9.750 -9.084 -5.300  0.3732
82 H -8.755 -7.045 7.957  0.2651
83 H -4.700 7.495 -11.899  0.2481
84 H -2.416 6.075 10.355  0.1946
85 H 9.108 -4.562 0.092  0.3584
86 H -8.902 9.554 -2.023  0.2108
87 H -6.495 6.909 -0.716  0.3538
88 H -4.211 6.251 -10.634  0.2820
89 H 12.397 -2.808 -2.312  0.2772
90 H -7.379 -7.065 11.165  0.3760
91 H -9.790 7.601 1.225  0.2790
92 H -2.066 4.295 9.538  0.1628
93 H -0.245 5.654 -8.049  0.2685
94 H 9.258 6.631 2.441  0.2650
95 H 5.021 4.895 6.013  0.3649
96 H 6.765 4.701 4.125  0.4144
97 H -6.706 -8.078 8.775  0.2110
98 H 5.375 7.541 3.107  0.3725
99 H -3.278 3.395 8.555  0.2117
100 H -0.627 1.032 -3.036  0.4172
101 H 12.908 -1.401 -1.209  0.2935
102 H 8.163 -4.181 1.475  0.3615
103 H -5.300 -5.879 7.850  0.3648
104 H 6.962 -10.975 -4.111  0.4040
105 H 1.172 10.232 -2.913  0.1776
106 H -0.791 -2.157 -1.351  0.3976
107 H -9.278 6.931 2.679  0.4045
108 H 9.092 -2.037 1.721  0.2311
109 H -0.117 -2.841 1.052  0.4253
110 H -6.477 8.372 0.110  0.3634
111 H -11.148 -6.112 -0.155  0.1546
112 H 8.520 -11.149 -5.788  0.3939
113 H 8.065 -9.755 -3.721  0.3678
114 H -8.622 -4.694 -1.646  0.2229
115 H -1.280 -11.086 2.012  0.2186
116 H -7.442 8.671 -2.578  0.2619
117 H -1.520 6.163 -11.293  0.3201
118 H -1.981 -13.765 0.206  0.2418
119 H -6.992 5.926 2.951  0.2379
120 H 3.560 5.787 5.682  0.4108
121 H 8.432 -8.201 -5.887  0.2853
122 H 3.046 1.274 -1.527  0.4464
123 H -2.064 7.253 -7.237  0.3976
124 H -1.865 8.447 -8.448  0.2765
125 H 0.773 2.717 -0.108  0.4082
126 H -0.897 7.761 -10.611  0.4237
127 H -8.480 8.476 2.032  0.3065
128 H -0.046 -0.063 2.218  0.4073
129 H 2.337 0.294 -2.795  0.3610
130 H -0.806 2.141 -0.339  0.3068
131 H 4.892 -10.561 -4.354  0.3216
132 H 2.940 0.059 -0.084  0.3587
133 H 4.167 6.535 2.869  0.2729
134 H 5.994 5.196 2.507  0.2997
135 H -8.622 -9.393 10.968  0.3040
136 H -5.006 -6.398 9.522  0.3437
137 H -6.412 7.375 2.443  0.2510
138 H 0.222 6.956 -8.917  0.2737
139 H 11.662 -2.557 1.514  0.3840
140 H -2.197 -0.625 -2.378  0.4138
141 H 6.379 -9.311 -6.729  0.3205
142 H -2.419 -10.099 1.037  0.2510
143 H 4.134 -8.916 -4.281  0.2423
144 H -2.056 -1.711 -0.275  0.4720
145 H 9.889 -4.573 1.636  0.3183
146 H -3.582 6.170 -12.223  0.3091
147 H -7.710 -7.661 7.009  0.2523
148 H -0.689 -13.134 1.142  0.2138
149 H 11.160 -1.155 0.592  0.4977
150 H -12.443 -5.147 -0.978  0.2220
151 H 1.302 -2.642 0.088  0.4254
152 H 9.718 -1.517 -0.844  0.3083
153 H -3.962 6.876 10.321  0.2423
154 H 0.309 -0.490 -3.037  0.3686
155 H -8.496 -9.391 9.211  0.2629
156 H 1.949 1.902 -2.862  0.3927
157 H 9.367 -9.110 -7.061  0.3658
158 H -5.937 -5.174 9.330  0.3028
159 H -1.525 -0.874 1.931  0.3843
160 H -8.002 5.737 0.701  0.2722
161 H 3.058 11.767 -5.022  0.2469
162 H 6.320 -10.893 -6.882  0.2379
163 H 5.893 6.648 5.199  0.2045
164 H 2.286 8.807 -2.847  0.2391

---

Question: Which of these has the highest frontier orbital gap?
Answer: C4H10N2O